C29H61Cu2NO16 as an isolated structure. Source: the OMol25 dataset; level of theory: wB97M-V/def2-TZVPD.

Cartesian coordinates (Å):
Cu -18.805 5.556 27.202
Cu -18.177 7.976 25.244
C -15.963 5.360 24.090
C -15.649 5.959 25.433
O -16.778 6.298 26.147
H -16.494 4.412 24.170
H -15.007 5.014 23.696
H -16.426 6.013 23.350
H -14.934 6.761 25.244
H -14.943 5.348 25.996
C -22.560 6.709 25.659
C -21.200 7.393 25.858
O -20.147 6.576 25.561
H -23.318 7.462 25.870
H -22.737 5.784 26.209
H -22.674 6.374 24.628
H -21.079 7.708 26.895
H -21.178 8.295 25.247
C -21.589 1.885 28.006
N -20.285 2.368 27.365
O -20.034 3.590 27.397
O -19.659 1.554 26.757
H -22.382 2.498 27.580
H -21.492 2.189 29.048
H -21.637 0.797 27.954
O -23.162 1.896 25.235
C -22.512 1.287 24.447
O -21.527 1.794 23.746
C -21.190 3.187 23.714
C -22.188 4.083 23.006
C -22.593 -0.241 24.361
H -20.182 3.190 23.298
H -21.140 3.556 24.738
H -21.696 5.044 22.860
H -23.070 4.317 23.602
H -22.509 3.698 22.038
H -22.486 -0.497 23.307
H -23.572 -0.566 24.713
H -21.772 -0.628 24.964
O -23.005 12.555 32.206
C -21.905 12.032 31.819
O -21.715 10.919 31.028
C -22.816 10.087 30.599
C -22.689 9.718 29.077
C -20.702 12.833 31.865
H -23.759 10.603 30.778
H -22.791 9.205 31.239
H -21.910 9.000 28.821
H -22.594 10.593 28.433
H -23.611 9.367 28.614
H -20.944 13.730 32.435
H -20.553 13.173 30.840
H -19.901 12.297 32.374
O -18.311 8.808 23.054
C -17.844 8.642 21.927
O -18.060 7.630 21.104
C -18.652 6.473 21.582
C -18.035 5.245 20.847
C -16.773 9.589 21.389
H -19.698 6.744 21.437
H -18.469 6.232 22.629
H -18.258 5.209 19.780
H -18.464 4.323 21.240
H -16.951 5.275 20.959
H -16.696 10.399 22.115
H -17.141 9.970 20.436
H -15.815 9.087 21.253
O -18.225 9.911 26.696
C -18.074 10.439 27.773
O -17.086 10.244 28.650
C -16.235 9.095 28.520
C -15.026 9.219 27.563
C -18.992 11.552 28.203
H -16.878 8.287 28.172
H -15.926 8.753 29.507
H -14.265 9.647 28.215
H -15.125 9.703 26.592
H -14.626 8.223 27.375
H -18.697 12.497 27.748
H -19.043 11.766 29.271
H -20.032 11.308 27.984
O -19.008 7.217 28.925
C -19.814 7.165 29.772
O -19.679 7.678 30.991
C -18.663 8.601 31.260
C -18.916 9.072 32.622
C -21.026 6.312 29.676
H -18.704 9.484 30.621
H -17.746 8.014 31.224
H -19.124 8.257 33.315
H -19.792 9.720 32.603
H -18.076 9.710 32.897
H -21.861 6.754 30.219
H -20.923 5.276 30.001
H -21.370 6.224 28.645
O -17.810 4.417 29.336
C -16.551 4.370 29.233
O -15.832 3.270 29.015
C -16.364 2.048 28.459
C -15.265 1.100 28.055
C -15.645 5.592 29.522
H -17.033 2.284 27.632
H -16.964 1.576 29.237
H -15.743 0.250 27.568
H -14.778 0.665 28.927
H -14.621 1.561 27.306
H -15.003 5.722 28.650
H -15.025 5.387 30.395
H -16.222 6.492 29.733

The value obtained for the HOMO energy is -6.889 eV. The strongest force on any atom comes out at 0.1054 Eh/bohr. As for the energy: -5680.95212 hartree. The calculation puts the frontier orbital gap at 7.108 eV.

---

C4H2O3 as an isolated structure. Source: the OMol25 dataset; level of theory: wB97M-V/def2-TZVPD.

Cartesian coordinates (Å):
C -2.616 0.092 -1.030
C -1.630 0.024 0.031
C -0.953 -1.314 0.101
C -0.100 -0.086 0.004
O -1.216 -2.453 0.146
O -3.414 0.652 -0.166
O -2.499 0.688 0.905
H 0.340 0.108 -1.060
H 0.701 0.037 0.849

The value obtained for the HOMO energy is -9.690 eV. The strongest force on any atom comes out at 0.0562 Eh/bohr. As for the energy: -379.04060 hartree. The calculation puts the frontier orbital gap at 9.505 eV.

---

C4H6HgO2 as an isolated structure. Source: the OMol25 dataset; level of theory: wB97M-V/def2-TZVPD.

Cartesian coordinates (Å):
H 0.758 -0.791 1.256
O -1.444 0.247 2.252
C -0.655 0.814 1.307
C 0.455 0.176 0.854
H -2.356 0.530 2.145
H -0.854 1.870 1.102
H 1.449 1.165 -0.229
C 0.473 0.533 -0.605
C 1.106 -0.509 -1.451
O 0.578 -1.569 -1.749
Hg -1.194 -2.920 -2.066
H -0.481 0.794 -1.084
H 2.164 -0.339 -1.732

The value obtained for the HOMO energy (spin up / spin down) is -11.795 / -11.765 eV. Its multiplicity is 2. Its charge is +1. The strongest force on any atom comes out at 0.1011 Eh/bohr. As for the energy: -459.47148 hartree. The calculation puts the frontier orbital gap (spin up / spin down) at 7.578 / 3.827 eV.